1.
DFT (ωB97M-V/def2-TZVPD) results for a 2-piece molecular cluster, C2H5NO2 overall at a distorted geometry.

Geometry as XYZ:
```
10
Properties=species:S:1:pos:R:3:forces:R:3
C 0.250454 -1.282536 1.469223 0.3 -0.5 0.0
C 0.152441 0.928190 -1.047643 0.0 0.9 0.5
N -0.779798 1.245077 -0.270512 -0.3 0.7 -1.0
O -0.362152 -0.258589 1.447850 -0.1 -0.4 1.1
O -0.029515 -0.019508 -1.965525 0.0 -0.7 -0.7
H -0.194639 -2.251668 1.195126 -0.2 -0.1 0.0
H 1.315246 -1.332118 1.750846 0.1 0.1 0.0
H 1.177322 1.320212 -1.090720 -0.3 -0.1 0.1
H -0.575239 1.963189 0.411186 0.3 0.0 -0.1
H -0.954119 -0.312249 -1.899831 0.1 0.1 0.1
```
Positions in Å, forces in eV/Å.

Values from the calculation:
Structure (SMILES) ... [H]/N=C/O.C=O
LUMO energy ... 0.0307 Ha
Total charge ... 0
Frontier orbital gap ... 10.69 eV
E ... -284.3841 Ha
Relative energy (zero: lowest compared OMol25 entry of this formula, charge and spin) ... 52.3 kcal/mol


2.
DFT (ωB97M-V/def2-TZVPD) results for C27H41BrFeN2P2 as an isolated structure at a distorted geometry.

Geometry as XYZ:
```
74
Properties=species:S:1:pos:R:3:forces:R:3
C 2.878015 4.715731 -0.430801 -0.1 -0.1 -0.3
C 1.806065 4.042302 -1.049731 0.7 -0.1 -0.3
C 1.803089 3.899150 -2.457133 0.1 0.3 0.3
C 2.820053 4.541708 -3.176500 -0.2 -0.2 0.5
N 3.805464 5.215716 -2.578237 0.0 0.2 -0.1
C 3.847172 5.302056 -1.246953 -0.4 -0.4 -0.1
C 0.771218 3.516693 -0.206752 -2.7 -0.6 1.5
C -0.196323 3.209123 0.509309 2.6 0.2 -0.5
C -1.282020 2.660945 1.263771 -1.0 -0.2 0.2
C -1.279212 1.472549 2.144007 -0.3 1.4 0.8
C -2.471969 0.655901 2.209536 -1.4 2.7 -0.3
C -3.592436 1.151450 1.552377 -0.9 -1.4 -0.5
C -3.726015 2.496412 1.223153 0.7 0.1 0.5
C -2.535489 3.273323 1.155557 -0.7 -0.4 -0.5
Fe -1.106646 -0.608108 1.922556 3.4 -2.2 -5.0
P 1.162543 -0.569511 0.582282 1.0 -0.2 0.0
H 1.043607 3.314981 -2.985507 0.2 0.3 0.3
H 2.959380 4.769879 0.654124 -0.2 0.1 -0.3
H 2.829643 4.506063 -4.274045 0.1 0.0 0.5
H 4.674109 5.856710 -0.796180 -0.2 -0.2 -0.3
H -2.585567 4.338145 0.921549 0.0 -0.4 -0.3
H -0.726247 1.717158 3.085912 0.4 -0.9 -1.1
H -4.708117 2.936215 1.020112 0.5 -0.2 -0.2
H -2.595042 -0.407464 2.687034 -1.0 1.5 0.6
C 1.887534 -2.262587 0.847744 -0.4 0.3 0.2
C 3.177173 -2.645690 0.123412 0.3 -0.4 0.0
H 1.082929 -2.967674 0.579459 0.2 0.1 0.1
H 2.018383 -2.348947 1.936257 0.0 -0.1 -0.1
H 3.400836 -3.691383 0.365108 -0.1 0.1 -0.1
H 3.075504 -2.594791 -0.969577 0.1 0.1 0.3
H 4.054799 -2.074588 0.460807 -0.4 -0.1 -0.3
C 1.642728 -0.154635 -1.183740 -0.9 -0.1 -0.1
C 3.045151 0.383594 -1.499072 0.3 0.1 -0.1
H 0.891535 0.589477 -1.495474 0.2 -0.2 -0.1
H 1.459836 -1.057089 -1.787325 -0.1 0.2 0.2
H 3.152855 0.495848 -2.586662 -0.2 0.0 0.2
H 3.196261 1.385176 -1.072511 0.1 -0.3 0.0
H 3.863153 -0.289982 -1.198537 -0.5 0.3 0.0
C 2.216913 0.592178 1.554549 -0.2 -0.1 0.1
C 3.715141 0.286409 1.624329 0.4 0.4 0.3
H 1.792772 0.603917 2.572324 0.2 0.0 -0.2
H 2.006928 1.588213 1.134514 0.2 -0.2 0.1
H 4.188162 1.016647 2.291391 -0.1 -0.1 0.0
H 3.918083 -0.703570 2.055115 -0.1 0.3 -0.2
H 4.230734 0.396544 0.660042 -0.3 -0.2 0.5
Br -4.815234 -0.254255 0.997832 0.0 1.2 0.7
P -1.955656 -1.893867 -1.048485 0.2 0.6 1.2
C -0.828988 -2.812122 -2.183034 0.3 0.0 0.1
C -1.232597 -4.188509 -2.730303 0.1 0.0 -0.2
H 0.111826 -2.888598 -1.599414 -0.4 -0.1 -0.5
H -0.634881 -2.122225 -3.022947 0.0 -0.2 0.3
H -0.368012 -4.622938 -3.252289 -0.2 0.1 0.1
H -1.512827 -4.895585 -1.938735 0.0 0.2 -0.2
H -2.043479 -4.111619 -3.468666 0.1 0.0 0.4
C -2.959480 -3.074567 -0.020898 -0.3 0.0 0.1
C -4.399543 -3.436247 -0.414884 0.1 -0.3 0.1
H -2.979718 -2.602842 0.984876 0.0 -0.3 -0.5
H -2.346251 -3.988668 0.080216 -0.2 0.3 0.0
H -4.855454 -4.017124 0.402715 0.1 0.1 -0.3
H -5.039611 -2.553622 -0.556192 0.3 -0.3 -0.2
H -4.406310 -4.065084 -1.314778 -0.1 0.3 0.2
C -2.955049 -0.718928 -2.066173 0.0 0.1 0.1
C -3.462391 -1.138748 -3.450668 -0.1 0.0 0.0
H -2.263422 0.140284 -2.164962 -0.3 -0.2 0.0
H -3.784371 -0.376103 -1.422189 0.4 -0.2 -0.4
H -4.040346 -0.306903 -3.876871 0.1 -0.2 0.1
H -2.635087 -1.340330 -4.145335 -0.3 -0.1 0.2
H -4.130411 -2.008239 -3.394025 0.3 0.2 -0.1
C 0.486522 -0.099879 6.017294 0.4 0.1 0.3
C 0.097761 -0.484679 4.680220 -1.1 -0.2 -0.2
N -0.416943 -0.731709 3.679253 1.7 -0.5 2.4
H -0.282666 0.554183 6.442683 0.0 -0.2 -0.2
H 1.420370 0.455798 5.980336 0.1 0.0 0.0
H 0.619537 -0.971094 6.663844 0.0 0.0 -0.2
```
Positions in Å, forces in eV/Å.

Values from the calculation:
LUMO energy (alpha / beta) ... -0.2584 / -0.2821 Ha
Total charge ... +2
Frontier orbital gap (alpha / beta) ... 6.26 / 5.79 eV
Spin multiplicity ... 5
E ... -5682.6131 Ha
Relative energy (zero: lowest compared OMol25 entry of this formula, charge and spin) ... 18.0 kcal/mol


3.
DFT (ωB97M-V/def2-TZVPD) results for a 2-piece molecular cluster, C2H5BrSi overall at a distorted geometry.

Geometry as XYZ:
```
9
Properties=species:S:1:pos:R:3:forces:R:3
C 0.865559 -1.670405 -0.547291 0.2 1.3 1.6
C 0.486388 -0.369876 -0.601104 -1.1 -0.2 0.9
Si -1.157157 1.378573 0.788090 4.9 -2.0 1.0
Br 1.132770 0.602101 -2.073428 0.3 0.6 -0.6
H 1.714151 -2.052757 -1.119869 -0.5 0.2 -0.4
H 0.659514 -2.309890 0.323986 -0.5 0.4 -0.4
H -1.402519 2.605060 0.101590 -0.2 0.5 -0.5
H -2.042769 0.346394 1.004843 -2.0 -1.1 0.2
H -0.255935 1.470801 2.123183 -1.1 0.3 -1.7
```
Positions in Å, forces in eV/Å.

Values from the calculation:
LUMO energy ... -0.0264 Ha
Total charge ... 0
Frontier orbital gap ... 8.00 eV
E ... -2942.5409 Ha
Relative energy (zero: lowest compared OMol25 entry of this formula, charge and spin) ... 105.8 kcal/mol


4.
DFT (ωB97M-V/def2-TZVPD) results for C39H72F24N8O17S8 as an isolated structure at a distorted geometry.

Geometry as XYZ:
```
168
Properties=species:S:1:pos:R:3:forces:R:3
C 0.720900 -0.554568 0.317758 -1.9 0.0 1.9
C 1.962500 -0.472098 -0.416822 2.5 2.9 -2.6
C 1.827520 0.504892 -1.727952 -0.2 -0.8 0.9
O 1.087300 1.664902 -1.426222 -1.0 0.6 -0.1
C 0.839780 2.567162 -2.565532 0.8 -1.3 1.4
N 3.066540 0.224532 0.373538 -2.5 -0.2 0.8
H 3.967410 0.419132 -0.039582 1.5 -0.6 -0.8
H 2.762610 1.142412 0.665488 -0.6 0.7 -0.1
H 3.119320 -0.226778 1.275558 0.8 -0.7 0.9
H -0.132680 -0.735838 -0.335422 0.0 -0.2 0.0
H 0.477850 0.338152 0.894018 0.1 0.5 -0.4
H 0.733890 -1.277278 1.133618 0.2 -0.5 -0.3
H 2.369040 -1.454648 -0.656432 0.0 0.2 -0.4
H 1.298770 -0.052718 -2.501002 0.2 -0.2 -0.3
H 2.800820 0.879082 -2.045392 0.4 -0.7 -0.3
H 0.299430 2.087042 -3.381372 -0.2 -0.2 0.1
H 1.819490 2.857782 -2.944762 -0.1 0.5 -0.1
H 0.244590 3.367762 -2.126342 0.2 0.1 -0.3
C -0.634310 0.128452 -6.009852 0.1 -1.6 -0.5
C -0.566810 -1.087638 -4.946222 -1.4 3.6 -0.2
C -0.949340 -2.324068 -5.660042 -0.7 -1.3 0.5
N -1.329420 -3.583988 -4.786652 1.9 1.5 -0.1
C -0.018500 -3.782728 -3.886972 -0.5 -1.1 -0.9
C 0.126570 -5.233338 -3.340842 -1.1 1.7 0.0
C -0.249250 -6.269888 -4.383052 -0.5 0.4 0.1
C -1.651780 -6.026768 -5.076302 1.8 -1.0 -0.8
C -1.600110 -4.666488 -5.840802 -0.5 -1.3 3.4
C -2.557220 -3.382478 -3.840702 1.9 -0.8 -0.9
H 0.013240 0.985232 -5.823532 -0.1 -0.3 0.3
H -1.665850 0.442572 -6.169112 -0.1 0.2 0.6
H -0.411580 -0.275248 -6.997532 0.6 0.1 -0.1
H -1.394840 -0.726868 -4.336052 0.2 -0.6 0.8
H 0.343480 -0.997528 -4.353472 0.1 -0.7 -0.4
H -0.123790 -2.603128 -6.314782 -0.2 -0.5 0.0
H -1.866750 -2.205678 -6.236612 0.2 0.5 -0.2
H 0.864480 -3.589378 -4.496112 -0.3 0.1 -0.6
H -0.028900 -2.976708 -3.153262 -0.4 -0.3 0.2
H 1.164790 -5.368988 -3.037852 -0.1 0.1 0.2
H -0.532890 -5.260468 -2.473392 0.1 -0.5 0.2
H 0.534310 -6.209528 -5.138352 -0.1 -0.1 -0.4
H -0.093660 -7.228288 -3.887712 -0.6 -0.3 -0.3
H -1.748340 -6.810058 -5.828112 0.3 0.1 -0.5
H -2.547850 -6.294418 -4.516382 0.1 0.9 0.7
H -0.761820 -4.685558 -6.537222 -0.5 0.2 -0.2
H -2.621190 -4.473588 -6.169872 0.5 0.3 -0.8
H -2.520620 -4.286828 -3.233332 -0.3 0.2 0.2
H -3.465660 -3.383348 -4.443062 0.1 0.4 0.1
H -2.348440 -2.508498 -3.223702 -0.4 0.0 -0.1
C -1.129790 2.527452 3.775408 1.4 0.8 0.0
C -0.944730 3.496732 2.562998 -1.3 -0.3 -0.3
C -0.180670 4.749582 2.970058 1.4 0.7 -0.9
N 0.262410 5.735722 1.853558 -0.7 2.9 -0.4
C 1.315140 5.151372 0.926998 0.1 -0.5 0.3
C 2.115210 6.156192 0.124808 0.0 0.7 -0.4
C 2.539080 7.420772 0.888568 2.2 -0.6 -0.8
C 1.506880 8.047772 1.670398 -3.1 1.0 0.3
C 0.832960 7.062522 2.554408 -0.3 -2.8 1.6
C -1.001600 6.309512 1.193828 0.4 -1.6 -1.5
H -1.982290 1.853312 3.858308 -0.2 0.5 -0.7
H -1.094570 3.165182 4.658678 -0.2 -0.3 0.3
H -0.237810 1.902002 3.811308 0.1 -0.1 0.2
H -1.930400 3.769172 2.185748 -0.1 0.2 0.1
H -0.483340 2.982602 1.719858 0.4 0.0 0.1
H 0.814500 4.488882 3.330308 -0.2 -0.2 0.8
H -0.706230 5.437622 3.632248 -0.1 -0.6 0.4
H 1.972380 4.546162 1.551388 -0.1 0.1 0.3
H 0.855730 4.464252 0.216428 -0.4 -0.1 0.2
H 3.032740 5.701122 -0.248222 -0.1 -0.3 0.2
H 1.537550 6.321642 -0.784602 0.0 0.8 0.0
H 3.339510 7.170342 1.584778 0.3 -0.4 0.0
H 2.980690 8.201422 0.269178 0.0 -0.4 -0.5
H 1.815760 8.888132 2.292078 0.3 -0.1 0.1
H 0.764820 8.478072 0.997878 -0.2 0.2 -0.1
H 1.527450 6.655362 3.289248 0.4 0.0 0.0
H -0.035420 7.334412 3.154478 0.1 0.7 -0.3
H -1.608700 6.946032 1.837558 0.1 -0.8 0.5
H -1.453030 5.409922 0.775428 -0.9 0.2 0.4
H -0.888630 6.925652 0.301808 1.2 0.0 0.2
C -1.938670 -2.084918 3.282518 0.5 -0.7 0.1
C -1.401920 -3.563118 3.308128 0.1 0.7 0.2
C -2.461290 -4.631948 3.505748 1.0 0.1 -0.4
N -1.853310 -6.087838 3.513738 -0.2 -0.5 1.2
C -3.027320 -7.071358 3.854638 1.2 -1.2 -1.3
C -2.598360 -8.617118 3.630798 -0.8 2.6 1.6
C -1.950510 -8.944768 2.309318 0.8 -0.3 0.5
C -0.743500 -7.987518 2.004868 -2.3 0.5 0.6
C -1.251390 -6.443658 2.155188 0.8 -0.6 -0.2
C -0.720590 -6.264698 4.610908 -1.5 0.0 -1.5
H -2.979970 -2.021328 2.966668 0.2 0.1 -0.2
H -1.273890 -1.581958 2.580248 -0.4 0.3 -0.2
H -1.796950 -1.554648 4.224238 -0.2 -0.3 0.2
H -0.675620 -3.652968 4.115908 0.2 0.1 -0.2
H -0.900130 -3.683798 2.348048 0.1 -0.3 0.1
H -3.161450 -4.536418 2.675828 -0.2 -0.5 0.1
H -2.961620 -4.421958 4.451088 -0.1 -0.6 0.1
H -3.831140 -6.819608 3.162828 0.1 0.1 -0.1
H -3.403830 -6.886468 4.860698 0.4 0.1 0.0
H -3.453440 -9.187958 3.992868 -0.3 -0.2 -0.8
H -1.891710 -8.847018 4.428228 0.4 0.1 -0.1
H -2.560670 -9.054988 1.412848 -0.5 0.4 0.3
H -1.600380 -9.953998 2.526038 0.5 -0.1 -0.6
H -0.470240 -8.308448 0.999658 0.3 1.0 -0.2
H 0.103240 -8.206528 2.655378 -0.1 0.3 0.0
H -1.966460 -6.089488 1.412668 -0.3 -0.7 -0.1
H -0.430800 -5.739318 2.018658 0.3 -0.3 0.2
H -1.182670 -5.955848 5.548558 0.4 -0.1 0.0
H 0.165010 -5.695288 4.328788 -0.3 0.2 0.1
H -0.468700 -7.324298 4.567158 -0.1 0.2 0.4
C 2.792910 1.157192 5.600708 -1.3 -0.7 2.2
F 1.915310 0.100472 5.784328 1.4 1.8 -0.4
F 2.004050 2.317512 5.803808 2.2 -2.2 -0.3
F 3.814280 1.001172 6.512858 -2.4 1.0 -1.7
S 3.539600 1.107192 3.874928 4.0 1.1 -3.1
O 3.086380 2.318522 3.102508 -0.6 -3.2 1.7
O 5.048690 1.099522 3.995558 -4.9 -0.3 0.1
N 2.870600 -0.430378 3.188178 0.2 4.2 1.3
S 3.870970 -1.556848 3.598948 4.8 -3.0 -1.5
O 4.809010 -1.936208 2.503868 -2.6 0.7 1.5
O 4.531230 -1.460748 4.880958 -1.4 0.0 -0.1
C 2.745000 -3.059348 3.689438 1.1 1.6 1.1
F 3.445870 -4.118768 3.985998 0.8 -0.9 0.6
F 1.851130 -2.861178 4.670498 -0.6 -0.2 -0.2
F 2.167390 -3.309188 2.547428 -1.4 0.1 -1.3
C -2.635260 9.865682 0.781848 0.2 1.6 -1.2
F -3.471470 9.201932 1.443538 -2.9 -1.7 1.6
F -2.764560 11.185562 1.188988 1.2 -2.4 -1.5
F -1.473020 9.270442 1.011108 1.0 1.3 -0.3
S -3.097740 9.631872 -1.142422 -1.3 6.9 -0.7
O -4.493860 10.004142 -1.323222 1.7 -1.7 0.8
O -2.170640 10.580632 -1.866512 -1.7 -3.5 2.4
N -2.960350 7.927792 -1.440062 -0.2 2.1 1.6
S -1.756770 7.977652 -2.408132 5.5 -3.5 -2.5
O -1.968090 8.679902 -3.623742 -0.3 0.1 -0.4
O -0.410880 8.202842 -1.758702 -3.3 -0.6 -0.7
C -1.781280 6.068472 -2.886982 -0.2 0.2 -1.7
F -2.949690 5.809622 -3.599042 2.4 0.6 1.2
F -0.677780 5.692822 -3.619262 -1.9 1.0 0.8
F -1.771260 5.355432 -1.787302 -0.2 -0.2 0.4
C 5.845860 -0.707918 -2.990852 0.8 -0.5 0.4
F 6.796860 -1.173948 -3.860172 -1.2 0.7 1.2
F 5.230080 0.332562 -3.477662 0.1 1.6 -1.0
F 4.868060 -1.612948 -2.882582 0.3 -0.9 0.3
S 6.566970 -0.282988 -1.249172 -2.0 -4.1 2.2
O 6.288850 -1.473718 -0.435892 -0.7 1.6 -1.5
O 7.949110 -0.067428 -1.400202 0.9 1.5 -0.7
N 5.507080 0.896652 -0.691332 -0.3 -4.3 -2.2
S 6.221120 2.216522 -0.573262 2.4 4.0 2.3
O 6.744970 2.312982 0.796068 -0.7 1.0 -2.0
O 7.077320 2.506722 -1.708692 -0.9 0.5 0.8
C 4.736970 3.516562 -0.667972 3.5 -2.6 0.6
F 4.020250 3.459032 0.469388 -0.5 0.3 -0.8
F 5.386960 4.659862 -0.745732 -0.8 1.0 -0.1
F 4.026460 3.286522 -1.765452 -0.8 0.5 0.3
C -4.773150 -4.453838 -0.634332 -2.1 1.4 -0.5
F -5.289520 -4.652738 -1.860732 0.1 -0.1 0.3
F -5.541870 -5.092738 0.270868 0.6 0.3 -0.5
F -3.573620 -4.951848 -0.600742 1.3 -0.6 0.1
S -4.787730 -2.588098 -0.173702 -3.3 -0.5 0.8
O -6.077150 -2.355678 0.433698 0.4 -0.5 -1.1
O -3.726540 -2.602518 0.785438 1.3 -0.1 -0.3
N -4.681950 -1.655368 -1.593632 -1.1 -2.9 1.4
S -3.655590 -0.629348 -1.111312 3.6 3.4 2.0
O -4.048150 0.119012 0.109548 1.1 -1.2 -2.3
O -2.296300 -1.229688 -1.191522 -1.1 1.4 0.0
C -3.609780 0.702872 -2.468122 -1.0 0.2 2.8
F -3.526080 0.082692 -3.602932 -0.6 -0.1 -1.8
F -4.748060 1.468772 -2.292082 1.8 -0.9 -1.1
F -2.511580 1.472952 -2.356432 -0.8 -0.1 0.2
```
Positions in Å, forces in eV/Å.

Values from the calculation:
LUMO energy (alpha / beta) ... -0.0935 / -0.2891 Ha
Total charge ... +1
Frontier orbital gap (alpha / beta) ... 7.96 / 2.64 eV
Spin multiplicity ... 2
E ... -8827.8044 Ha